Density functional theory data (ωB97M-V/def2-TZVPD) for 2 unconnected molecules or ions with the total composition C4H9NO at a distorted geometry.

Calculated values
electronic energy: -7830.275 eV
ΔE to the lowest compared entry with this formula, charge and spin: 47.2 kcal per mole
maximum force: 1.04 eV/A
M: 87.12 u
HOMO-LUMO gap: 0.4213 Eh
structure (SMILES): CCOC.C#N

Geometry (Å):
C1 1.895 0.061 -0.035
C2 0.565 0.334 -0.709
N1 -0.698 0.930 3.260
C3 -0.751 0.144 2.418
O1 -0.338 -0.715 -0.392
C4 -1.606 -0.504 -0.971
H1 2.228 -0.956 -0.264
H2 2.653 0.764 -0.394
H3 1.816 0.172 1.051
H4 0.683 0.384 -1.803
H5 0.147 1.300 -0.378
H6 -0.751 -0.545 1.585
H7 -2.226 -1.373 -0.739
H8 -1.532 -0.399 -2.064
H9 -2.085 0.400 -0.564


Density functional theory data (ωB97M-V/def2-TZVPD) for 3 unconnected molecules or ions with the total composition C3H11NO4 at a distorted geometry.

Calculated values
electronic energy: -12967.656 eV
ΔE to the lowest compared entry with this formula, charge and spin: 78.5 kcal per mole
maximum force: 9.21 eV/A
M: 125.12 u
HOMO-LUMO gap: 0.3598 Eh
structure (SMILES): CC(=O)NCO.O.O

Geometry (Å):
O1 -2.183 0.339 0.174
C1 -1.176 0.339 0.935
N1 0.002 0.398 0.271
C2 1.443 0.703 0.687
O2 2.317 0.306 -0.310
C3 -1.306 0.525 2.427
H1 -0.288 0.438 -0.777
H2 1.655 0.416 1.754
H3 1.482 1.751 0.539
H4 2.320 -0.756 -0.546
H5 -0.481 0.189 3.070
H6 -2.088 0.151 3.097
H7 -1.476 1.604 2.487
H8 -1.801 2.002 -2.555
H9 -1.307 0.960 -3.535
O3 -1.114 1.719 -3.202
H10 0.845 -3.649 -0.748
H11 2.204 -3.105 -0.214
O4 1.623 -3.887 -0.258


Density functional theory data (ωB97M-V/def2-TZVPD) for 15 unconnected molecules or ions with the total composition C41H112O15 at a distorted geometry.

Calculated values
electronic energy: -75040.825 eV
ΔE to the lowest compared entry with this formula, charge and spin: 132.6 kcal per mole
maximum force: 4.07 eV/A
M: 845.33 u
HOMO-LUMO gap: 0.3687 Eh

Geometry (Å):
C1 6.117 0.787 -2.705
O1 5.572 0.493 -1.487
H1 7.164 0.484 -2.740
H2 5.605 0.128 -3.405
H3 5.836 1.823 -2.893
H4 4.635 0.686 -1.561
C2 -3.645 5.059 0.882
O2 -2.449 5.166 1.616
H5 -4.085 4.090 1.120
H6 -4.365 5.837 1.135
H7 -3.420 5.080 -0.185
H8 -2.669 5.103 2.548
C3 3.460 -3.699 -4.797
C4 3.998 -3.293 -6.119
C5 4.346 -4.365 -7.145
O3 3.023 -2.488 -6.742
H9 2.578 -4.285 -5.055
H10 3.146 -2.891 -4.136
H11 4.151 -4.281 -4.188
H12 4.882 -2.678 -5.951
H13 4.813 -3.925 -8.026
H14 3.529 -5.016 -7.457
H15 5.130 -5.015 -6.758
H16 2.968 -1.710 -6.182
C6 -1.626 -4.624 1.741
C7 -0.877 -5.721 0.903
C8 0.084 -5.002 -0.051
O4 -0.183 -6.517 1.817
H17 -2.248 -5.035 2.536
H18 -2.245 -4.040 1.059
H19 -0.964 -3.983 2.324
H20 -1.552 -6.378 0.357
H21 0.927 -5.604 -0.389
H22 0.640 -4.256 0.516
H23 -0.433 -4.432 -0.823
H24 0.378 -7.163 1.380
C9 -8.573 1.055 0.630
C10 -7.901 0.504 -0.650
C11 -6.505 1.041 -0.907
O5 -7.955 -0.906 -0.630
H25 -9.650 0.888 0.629
H26 -8.391 2.122 0.757
H27 -8.146 0.513 1.473
H28 -8.528 0.810 -1.488
H29 -6.021 0.645 -1.800
H30 -5.811 0.751 -0.118
H31 -6.486 2.129 -0.970
H32 -7.563 -1.204 -1.454
C12 0.583 0.676 1.215
C13 0.503 0.373 -0.286
C14 -0.865 0.529 -0.852
O6 1.350 1.299 -0.909
H33 -0.043 -0.016 1.779
H34 0.213 1.689 1.375
H35 1.647 0.608 1.438
H36 0.782 -0.675 -0.390
H37 -1.025 0.238 -1.890
H38 -1.085 1.596 -0.821
H39 -1.639 0.001 -0.294
H40 1.026 2.182 -0.714
C15 -3.985 0.260 -8.357
C16 -2.721 -0.616 -8.287
C17 -2.354 -0.998 -6.895
O7 -2.918 -1.782 -9.001
H41 -4.860 -0.138 -7.844
H42 -4.276 0.374 -9.401
H43 -3.933 1.275 -7.963
H44 -1.894 -0.046 -8.710
H45 -3.093 -1.669 -6.458
H46 -2.358 -0.145 -6.216
H47 -1.450 -1.597 -6.791
H48 -2.073 -2.228 -9.097
C18 1.443 3.405 -5.353
C19 1.865 2.143 -6.140
C20 3.178 2.424 -6.933
O8 2.173 1.188 -5.184
H49 2.306 3.848 -4.856
H50 0.622 3.258 -4.652
H51 1.098 4.213 -5.999
H52 1.101 1.792 -6.834
H53 3.994 2.702 -6.266
H54 3.026 3.226 -7.655
H55 3.450 1.503 -7.450
H56 2.128 1.544 -4.293
C21 -0.860 4.883 6.232
C22 -2.029 3.956 6.041
C23 -2.523 3.205 7.304
O9 -3.087 4.773 5.612
H57 0.062 4.312 6.349
H58 -0.926 5.659 6.995
H59 -0.792 5.449 5.303
H60 -1.728 3.279 5.241
H61 -3.485 2.742 7.084
H62 -2.780 3.953 8.054
H63 -1.809 2.517 7.756
H64 -3.459 5.140 6.417
C24 1.715 7.300 -0.930
C25 1.974 5.825 -0.531
C26 2.548 5.712 0.845
O10 0.765 5.138 -0.564
H65 0.977 7.789 -0.294
H66 1.270 7.306 -1.925
H67 2.592 7.946 -0.888
H68 2.671 5.405 -1.257
H69 3.435 6.343 0.887
H70 2.902 4.702 1.055
H71 1.934 6.089 1.663
H72 0.160 5.487 0.095
C27 7.483 3.576 1.402
C28 7.946 2.494 2.334
C29 7.020 2.218 3.500
O11 8.060 1.269 1.628
H73 6.596 3.330 0.819
H74 8.248 3.714 0.638
H75 7.330 4.496 1.966
H76 8.938 2.719 2.727
H77 7.460 1.394 4.061
H78 5.976 2.010 3.266
H79 6.974 3.090 4.152
H80 7.251 1.103 1.140
C30 -4.892 -4.421 -3.083
C31 -6.016 -4.232 -4.202
C32 -6.925 -5.439 -4.335
O12 -6.744 -3.043 -4.068
H81 -4.112 -5.045 -3.519
H82 -5.293 -4.972 -2.232
H83 -4.460 -3.486 -2.724
H84 -5.467 -4.138 -5.139
H85 -6.447 -6.343 -4.711
H86 -7.747 -5.186 -5.005
H87 -7.362 -5.766 -3.391
H88 -7.200 -2.993 -4.911
C33 3.848 0.431 7.514
C34 2.548 0.078 8.147
C35 1.591 -0.615 7.196
O13 2.750 -0.523 9.365
H89 4.357 -0.533 7.507
H90 4.573 1.069 8.019
H91 3.803 0.807 6.491
H92 1.947 0.967 8.335
H93 1.555 -0.175 6.200
H94 0.541 -0.626 7.487
H95 1.924 -1.652 7.165
H96 1.976 -1.084 9.444
C36 -4.462 -0.907 4.082
C37 -5.690 -1.442 4.820
C38 -6.250 -2.788 4.531
O14 -5.469 -1.351 6.206
H97 -4.209 0.106 4.396
H98 -4.744 -0.882 3.030
H99 -3.607 -1.563 4.245
H100 -6.516 -0.778 4.561
H101 -5.508 -3.581 4.619
H102 -6.785 -2.835 3.582
H103 -7.035 -3.035 5.247
H104 -4.856 -2.076 6.348
C39 5.693 -4.398 1.674
C40 5.888 -3.941 3.093
C41 4.682 -3.224 3.534
O15 6.003 -5.083 3.860
H105 4.668 -4.728 1.503
H106 6.404 -5.169 1.378
H107 5.839 -3.551 1.003
H108 6.819 -3.394 3.241
H109 3.827 -3.791 3.166
H110 4.655 -2.204 3.151
H111 4.600 -3.129 4.616
H112 5.888 -4.776 4.762


> Which value of electronic energy does entry 1 give?

-7830.275 eV